{"formula": "C15H19FN4O3S", "method": "wB97M-V/def2-TZVPD", "symbols": ["C", "C", "C", "C", "C", "O", "N", "N", "S", "O", "O", "C", "C", "C", "C", "F", "C", "C", "N", "N", "C", "C", "C", "C", "H", "H", "H", "H", "H", "H", "H", "H", "H", "H", "H", "H", "H", "H", "H", "H", "H", "H", "H"], "coordinates": [[4.787, 1.175, -1.491], [3.350, 1.063, -1.125], [2.511, 2.098, -0.770], [1.263, 1.497, -0.540], [0.020, 2.122, -0.089], [-0.109, 3.290, 0.227], [-1.053, 1.268, -0.121], [-2.226, 1.644, 0.547], [-2.364, 0.900, 2.092], [-1.525, -0.264, 2.058], [-2.211, 1.849, 3.153], [-4.077, 0.396, 2.004], [-4.393, -0.783, 1.357], [-5.718, -1.167, 1.253], [-6.689, -0.346, 1.805], [-7.978, -0.713, 1.706], [-6.380, 0.837, 2.456], [-5.050, 1.209, 2.553], [1.348, 0.186, -0.741], [2.597, -0.070, -1.097], [2.979, -1.466, -1.312], [3.764, -1.615, -2.618], [3.801, -1.946, -0.112], [1.695, -2.293, -1.404], [5.132, 2.170, -1.220], [5.402, 0.446, -0.968], [4.930, 1.048, -2.563], [2.749, 3.137, -0.685], [-0.868, 0.273, -0.098], [-2.169, 2.660, 0.653], [-3.597, -1.389, 0.958], [-6.007, -2.081, 0.760], [-7.169, 1.442, 2.874], [-4.750, 2.112, 3.059], [3.270, -1.070, -3.420], [4.784, -1.258, -2.523], [3.803, -2.666, -2.895], [3.221, -1.838, 0.801], [4.059, -2.994, -0.239], [4.721, -1.378, -0.004], [1.115, -2.195, -0.491], [1.946, -3.339, -1.555], [1.084, -1.951, -2.235]], "nbo_charge": [-0.64, 0.16, -0.28, 0.01, 0.63, -0.61, -0.45, -0.68, 2.27, -0.94, -0.92, -0.34, -0.16, -0.27, 0.41, -0.32, -0.28, -0.16, -0.26, -0.16, 0.13, -0.62, -0.61, -0.61, 0.24, 0.22, 0.23, 0.24, 0.43, 0.42, 0.24, 0.24, 0.24, 0.25, 0.22, 0.21, 0.22, 0.22, 0.22, 0.21, 0.23, 0.21, 0.22], "gap_ev": 9.7, "relative_energy_ev": 0.296, "homo_energy_ev": -9.05, "energy_ha": -1525.76450, "smiles": "Cc1cc(C(=O)NNS(=O)(=O)c2ccc(F)cc2)nn1C(C)(C)C"}